Below is a 4-piece molecular cluster, C49H41O6S overall, with properties calculated with wB97M-V/def2-TZVPD.

As for the HOMO-LUMO gap: 7.510 eV. As for the total charge: +1. The value obtained for the HOMO energy is -11.1 eV.

Element x y z (Å)
C1 -4.408 -1.521 3.118
C2 -2.931 -1.862 3.289
C3 -2.193 -0.938 4.253
C4 -0.704 -1.289 4.413
C5 0.298 -0.244 3.900
C6 -0.045 0.425 2.557
C7 0.012 1.952 2.594
S1 -1.506 2.807 3.044
H1 -4.935 -2.390 2.731
H2 -4.839 -1.243 4.079
H3 -4.541 -0.705 2.410
H4 -2.814 -2.881 3.662
H5 -2.425 -1.837 2.320
H6 -2.686 -0.998 5.223
H7 -2.321 0.096 3.909
H8 -0.510 -2.234 3.909
H9 -0.500 -1.431 5.471
H10 1.253 -0.750 3.773
H11 0.476 0.506 4.675
H12 0.706 0.147 1.820
H13 -1.001 0.078 2.168
H14 0.755 2.299 3.308
H15 0.279 2.378 1.628
H16 -2.239 2.561 1.950
H17 -2.068 1.911 3.871
C8 -0.919 -9.853 7.321
C9 -1.819 -10.812 6.870
C10 -3.000 -10.426 6.261
C11 -3.291 -9.078 6.107
C12 -2.392 -8.113 6.571
C13 -1.204 -8.507 7.172
C14 -2.691 -6.660 6.445
O1 -1.907 -5.815 6.826
C15 -3.992 -6.270 5.828
C16 -4.319 -4.924 5.744
C17 -5.509 -4.536 5.157
C18 -6.383 -5.490 4.646
C19 -6.068 -6.835 4.736
C20 -4.875 -7.229 5.331
C21 -4.563 -8.687 5.433
O2 -5.321 -9.517 4.984
H18 0.006 -10.159 7.791
H19 -1.597 -11.864 6.994
H20 -3.706 -11.162 5.901
H21 -0.514 -7.752 7.523
H22 -3.631 -4.192 6.145
H23 -5.757 -3.484 5.098
H24 -7.310 -5.184 4.180
H25 -6.737 -7.590 4.350
C22 1.794 5.766 2.097
C23 2.467 4.616 2.501
C24 3.347 3.981 1.642
C25 3.556 4.494 0.367
C26 2.877 5.640 -0.042
C27 2.000 6.277 0.827
C28 3.068 6.200 -1.417
O3 2.473 7.196 -1.760
C29 3.999 5.485 -2.333
C30 4.166 5.963 -3.626
C31 5.035 5.321 -4.491
C32 5.745 4.203 -4.068
C33 5.579 3.717 -2.782
C34 4.703 4.352 -1.911
C35 4.524 3.801 -0.541
O4 5.125 2.821 -0.160
H26 1.117 6.268 2.776
H27 2.311 4.222 3.499
H28 3.887 3.094 1.946
H29 1.492 7.173 0.498
H30 3.611 6.834 -3.943
H31 5.157 5.687 -5.502
H32 6.424 3.706 -4.748
H33 6.123 2.847 -2.443
C36 2.215 3.844 -12.043
C37 0.867 3.514 -12.132
C38 0.171 3.116 -11.004
C39 0.823 3.038 -9.781
C40 2.181 3.357 -9.693
C41 2.871 3.765 -10.827
C42 2.914 3.256 -8.401
O5 4.087 3.549 -8.311
C43 2.152 2.781 -7.207
C44 2.823 2.633 -6.001
C45 2.138 2.216 -4.875
C46 0.776 1.943 -4.950
C47 0.103 2.081 -6.152
C48 0.789 2.497 -7.285
C49 0.049 2.623 -8.577
O6 -1.139 2.392 -8.636
H34 2.754 4.160 -12.926
H35 0.359 3.570 -13.086
H36 -0.878 2.863 -11.059
H37 3.920 4.015 -10.745
H38 3.881 2.847 -5.952
H39 2.667 2.102 -3.937
H40 0.239 1.615 -4.069
H41 -0.954 1.868 -6.227